ORCA calculation (ωB97M-V with the def2-TZVPD basis set) on C3H3N3O2 in the gas phase at a distorted geometry.

Element x y z (Å)
C1 0.367 -0.284 -0.109
C2 0.147 -0.028 1.267
C3 -1.500 0.781 -0.695
H1 2.395 -0.912 -0.016
H2 1.763 -0.879 -1.584
H3 0.880 -0.306 2.036
N1 1.497 -0.854 -0.589
N2 -1.035 0.336 1.599
N3 -0.477 0.002 -1.099
O1 -1.839 0.788 0.625
O2 -2.198 1.355 -1.435

Cartesian forces (eV/Å) of the 3 atoms listed first:
0.875 0.119 -4.583
-0.350 -0.541 0.551
0.460 -1.458 -0.663

Values from the calculation:
SMILES string ... Nc1cnoc(=O)n1
Calculated total energy ... -11722.8945 eV
Relative energy (zero: lowest compared OMol25 entry of this formula, charge and spin) ... 295.5 kJ/mol
LUMO level ... -0.549 eV

These are the Mulliken partial charges, in e, on atoms 1 to 6: C 0.9229; C -0.3803; C 0.5364; H 0.2348; H 0.2751; H 0.3119